Entry from the Open Molecules 2025 dataset: a 10-piece molecular cluster, C15H50O10 overall at a distorted geometry (the ωB97M-V functional and the def2-TZVPD basis).

ORCA input file:
```
! RIJCOSX wB97M-V def2-TZVPD def2/J DEFGRID3
* xyz 0 1
C 4.053 -2.066 1.569
C 4.286 -3.366 2.205
C 3.433 -3.506 3.465
O 3.964 -4.372 1.355
H 4.483 -1.205 2.079
H 3.018 -1.979 1.238
H 4.441 -2.018 0.551
H 5.334 -3.370 2.505
H 3.661 -2.774 4.240
H 3.523 -4.494 3.915
H 2.359 -3.350 3.364
H 4.686 -4.471 0.730
C -0.438 -2.056 2.533
C -0.959 -0.611 2.731
C -1.295 -0.590 4.228
O -0.002 0.434 2.360
H -1.331 -2.671 2.649
H 0.512 -2.277 3.018
H -0.122 -2.165 1.495
H -1.810 -0.405 2.081
H -1.598 0.412 4.531
H -0.604 -0.962 4.985
H -2.165 -1.214 4.427
H 0.036 0.389 1.402
C -0.840 0.626 -4.335
C -1.593 0.059 -3.211
C -1.671 -1.489 -3.163
O -0.809 0.429 -2.068
H -0.644 1.698 -4.350
H -1.216 0.701 -5.356
H 0.135 0.185 -4.542
H -2.609 0.453 -3.186
H -2.218 -1.863 -2.297
H -0.704 -1.978 -3.279
H -2.102 -1.860 -4.093
H -1.283 1.197 -1.741
C 2.974 1.704 -3.238
C 3.512 1.708 -1.768
C 2.846 2.686 -0.791
O 3.447 0.450 -1.212
H 1.927 1.475 -3.434
H 3.588 1.036 -3.842
H 3.136 2.704 -3.640
H 4.593 1.851 -1.780
H 3.445 2.844 0.106
H 1.840 2.405 -0.478
H 2.773 3.703 -1.177
H 4.195 -0.059 -1.532
C -6.084 2.409 -1.296
C -5.856 0.867 -1.405
C -4.874 0.157 -0.399
O -7.065 0.137 -1.253
H -6.480 2.627 -0.304
H -6.792 2.695 -2.073
H -5.224 3.067 -1.424
H -5.528 0.582 -2.404
H -3.873 0.367 -0.775
H -4.833 -0.919 -0.232
H -5.011 0.649 0.563
H -7.446 0.336 -0.394
O -1.402 2.664 -0.456
H -2.048 3.220 -0.019
H -1.031 3.220 -1.142
O 1.673 -3.496 -0.329
H 2.343 -3.551 0.352
H 1.370 -2.589 -0.295
O -0.567 4.226 1.884
H -0.697 3.534 1.235
H -0.976 3.888 2.681
O 2.545 1.303 3.341
H 2.426 2.225 3.112
H 1.914 0.837 2.792
O 0.982 -0.246 0.019
H 1.881 -0.055 -0.249
H 0.465 -0.131 -0.778
*
```

Values from the calculation:
electronic energy: -36839.1618 eV
structure (SMILES): CC(C)O.CC(C)O.CC(C)O.CC(C)O.CC(C)O.O.O.O.O.O
HOMO: -9.66 eV
molecular weight: 390.6 g mol⁻¹

The computed Löwdin charges, all in e, follow: atom 1 (C): -0.066, atom 2 (C): -0.555, atom 3 (C): -0.032, atom 4 (O): -0.015, atom 5 (H): 0.101, atom 6 (H): 0.063, atom 7 (H): 0.080, atom 8 (H): 0.140, atom 9 (H): 0.086, atom 10 (H): 0.080, atom 11 (H): 0.059, atom 12 (H): 0.115, atom 13 (C): -0.049, atom 14 (C): -0.414, atom 15 (C): -0.071, atom 16 (O): -0.095, atom 17 (H): 0.087, atom 18 (H): 0.067, atom 19 (H): 0.048, atom 20 (H): 0.131, atom 21 (H): 0.069, atom 22 (H): 0.082, atom 23 (H): 0.073, atom 24 (H): 0.022, atom 25 (C): -0.088, atom 26 (C): -0.454, atom 27 (C): -0.031, atom 28 (O): -0.085, atom 29 (H): 0.078, atom 30 (H): 0.080, atom 31 (H): 0.084, atom 32 (H): 0.133, atom 33 (H): 0.079, atom 34 (H): 0.082, atom 35 (H): 0.076, atom 36 (H): 0.038, atom 37 (C): -0.025, atom 38 (C): -0.473, atom 39 (C): -0.030, atom 40 (O): -0.064, atom 41 (H): 0.055, atom 42 (H): 0.074, atom 43 (H): 0.073, atom 44 (H): 0.134, atom 45 (H): 0.081, atom 46 (H): 0.067, atom 47 (H): 0.077, atom 48 (H): 0.107, atom 49 (C): -0.039, atom 50 (C): -0.454, atom 51 (C): -0.046, atom 52 (O): -0.068, atom 53 (H): 0.073, atom 54 (H): 0.077, atom 55 (H): 0.065, atom 56 (H): 0.123, atom 57 (H): 0.048, atom 58 (H): 0.079, atom 59 (H): 0.070, atom 60 (H): 0.084, atom 61 (O): -0.028, atom 62 (H): 0.056, atom 63 (H): 0.068, atom 64 (O): -0.053, atom 65 (H): -0.020, atom 66 (H): -0.010, atom 67 (O): -0.050, atom 68 (H): -0.025, atom 69 (H): 0.037, atom 70 (O): -0.064, atom 71 (H): 0.021, atom 72 (H): -0.015, atom 73 (O): -0.037, atom 74 (H): 0.017, atom 75 (H): 0.021